Formula: C6H13N3
Source: the OMol25 dataset
Level of theory: ωB97M-V/def2-TZVPD

Cartesian coordinates (Å):
C (-0.281, 0.634, -0.211)
C (-0.320, -0.102, 1.151)
C (-1.658, 0.813, -0.832)
N (0.450, 1.841, -0.191)
N (0.232, 0.709, 2.248)
C (0.523, -1.357, 0.901)
C (0.627, -0.518, -1.160)
C (0.172, -1.361, -2.096)
N (1.743, -1.471, 1.374)
H (-1.334, -0.424, 1.416)
H (0.534, 2.225, 0.752)
H (0.302, 2.445, -0.991)
H (-0.145, 0.400, 3.139)
H (1.242, 0.541, 2.279)
H (2.433, -1.102, 0.711)
H (-0.092, -2.255, 0.728)
H (1.648, -0.151, -1.273)
H (-1.589, 1.129, -1.877)
H (-2.234, 1.560, -0.272)
H (-2.218, -0.125, -0.806)
H (-0.813, -1.813, -2.030)
H (0.779, -1.618, -2.959)

Summary:
energy relative to the best compared isomer or geometry (same formula, charge and spin): 432.6 kJ/mol
orbital gap: 7.870 eV
HOMO energy: -0.2886 Ha
strongest force on any atom: 3.20 eV/Å
DFT total energy: -400.528223 Ha
SMILES: [H]/N=C\[C@@H](N)[C@@](C)(N)C=C

=====

Formula: C6H13N3O
Source: the OMol25 dataset
Level of theory: ωB97M-V/def2-TZVPD

Cartesian coordinates (Å):
C (-0.239, -0.540, -2.381)
N (0.931, 0.038, -2.262)
C (-1.848, -1.632, -0.142)
N (-0.834, -0.963, -0.458)
H (0.872, 1.050, -2.193)
H (1.433, -0.496, -1.166)
H (-1.129, 0.006, -2.686)
H (-0.238, -1.602, -2.593)
H (-2.538, -1.946, -0.924)
H (-2.056, -1.897, 0.894)
C (1.464, 1.608, 1.077)
C (0.254, -0.569, 0.535)
C (0.156, 0.958, 0.732)
N (0.025, -1.228, 1.810)
C (-0.985, 1.634, 0.641)
O (1.428, -0.969, -0.033)
H (0.682, -1.995, 1.893)
H (0.130, -0.603, 2.597)
H (1.922, 1.122, 1.941)
H (2.171, 1.494, 0.254)
H (1.331, 2.668, 1.294)
H (-1.014, 2.705, 0.797)
H (-1.917, 1.159, 0.373)

Summary:
energy relative to the best compared isomer or geometry (same formula, charge and spin): 362.1 kJ/mol
orbital gap: 9.724 eV
HOMO energy: -0.3264 Ha
strongest force on any atom: 1.21 eV/Å
DFT total energy: -475.828852 Ha

=====

Formula: C6H13N3O3
Source: the OMol25 dataset
Level of theory: ωB97M-V/def2-TZVPD

Cartesian coordinates (Å):
C (0.968, -0.098, 0.055)
C (3.269, 0.139, -0.163)
C (5.601, 0.561, 0.074)
C (-1.896, -1.639, 0.324)
C (-4.384, 0.110, -0.430)
C (-2.554, 1.610, 0.027)
H (0.621, -0.333, 1.081)
H (0.873, 1.004, -0.068)
H (0.269, -0.565, -0.657)
H (3.224, 1.223, -0.108)
H (4.685, -1.266, 0.296)
H (6.481, 0.156, 0.624)
H (-1.194, -2.311, -0.160)
H (-1.475, -1.288, 1.269)
H (-2.838, -2.162, 0.538)
H (-4.492, -0.093, -1.507)
H (-4.980, 0.999, -0.172)
H (-4.762, -0.730, 0.169)
H (-1.450, 1.688, -0.124)
N (2.286, -0.660, -0.173)
N (4.598, -0.352, -0.118)
N (-3.014, 0.344, -0.093)
O (5.565, 1.692, -0.371)
O (-2.109, -0.569, -0.597)
O (-3.291, 2.540, 0.284)

Summary:
energy relative to the best compared isomer or geometry (same formula, charge and spin): 258.9 kJ/mol
orbital gap: 10.444 eV
HOMO energy: -0.3560 Ha
strongest force on any atom: 1.09 eV/Å
DFT total energy: -626.327096 Ha
SMILES: C/N=C/NC=O.CON(C)C=O

=====

Formula: C6H13N3S
Source: the OMol25 dataset
Level of theory: ωB97M-V/def2-TZVPD

Cartesian coordinates (Å):
C (3.310, 1.563, -0.106)
C (2.398, 0.621, -0.150)
C (3.506, 0.550, -1.167)
C (-2.961, 1.012, 0.892)
C (-2.446, 0.006, -1.278)
C (-2.280, -0.130, 0.173)
N (1.894, -1.212, 1.841)
N (1.069, -1.497, -0.611)
N (-1.646, -1.157, 0.673)
S (1.068, -0.318, 0.734)
H (3.927, 2.239, 0.463)
H (3.196, 0.773, -2.222)
H (4.375, -0.182, -1.066)
H (-4.115, 0.787, 1.136)
H (-2.448, 1.121, 1.763)
H (-2.999, 1.988, 0.335)
H (-3.525, 0.009, -1.669)
H (-2.064, -0.925, -1.768)
H (-1.989, 0.933, -1.650)
H (0.238, -1.953, -0.467)
H (1.448, -0.934, 2.721)
H (1.750, -2.220, -0.204)
H (-1.705, -1.075, 1.627)

Summary:
energy relative to the best compared isomer or geometry (same formula, charge and spin): 151.7 kJ/mol
orbital gap: 8.916 eV
HOMO energy: -0.3062 Ha
strongest force on any atom: 4.33 eV/Å
DFT total energy: -798.646606 Ha

=====

Formula: C6H13N3S2
Source: the OMol25 dataset
Level of theory: ωB97M-V/def2-TZVPD

Cartesian coordinates (Å):
C (0.076, 1.914, -2.027)
C (-1.098, 1.380, 0.058)
C (0.030, 0.814, 0.931)
C (0.369, -0.936, -0.715)
C (-0.764, -0.331, -1.556)
C (0.886, -2.127, 2.458)
H (-0.186, 2.979, -1.902)
H (0.063, 1.709, -3.106)
H (1.111, 1.744, -1.671)
H (-2.032, 0.969, 0.397)
H (-1.175, 2.487, 0.201)
H (1.022, 1.322, 0.695)
H (-0.174, 1.007, 1.974)
H (0.388, -2.044, -0.805)
H (1.333, -0.553, -1.048)
H (-0.575, -0.543, -2.642)
H (-1.712, -0.837, -1.290)
H (2.064, -0.926, 1.386)
H (-1.305, -1.910, 1.758)
N (-0.922, 1.102, -1.358)
N (0.134, -0.623, 0.696)
N (1.112, -1.190, 1.499)
S (-0.768, -2.670, 2.700)
S (2.122, -2.735, 3.369)

Summary:
energy relative to the best compared isomer or geometry (same formula, charge and spin): 0.0 kJ/mol
orbital gap: 9.062 eV
HOMO energy: -0.3108 Ha
strongest force on any atom: 1.44 eV/Å
DFT total energy: -1197.018556 Ha
SMILES: CN1CCN(NC(=S)S)CC1

=====

Formula: C6H13N4O2
Source: the OMol25 dataset
Level of theory: ωB97M-V/def2-TZVPD

Cartesian coordinates (Å):
C (-2.012, -0.885, 0.133)
C (-0.586, 0.883, 1.040)
C (1.070, -0.607, 0.075)
C (1.562, -2.079, 0.354)
C (2.161, 0.216, -0.570)
C (-1.595, 2.096, -0.849)
N (-1.812, 0.114, 1.085)
N (0.031, -0.852, -1.001)
N (-1.242, -0.985, -1.083)
N (0.555, -0.016, 1.255)
O (-2.974, -1.647, 0.231)
O (-0.464, 1.556, -0.128)
H (-0.711, 1.649, 1.768)
H (2.346, -2.288, -0.339)
H (0.929, -2.947, 0.438)
H (2.010, -1.983, 1.247)
H (2.992, 0.364, 0.025)
H (1.593, 1.107, -0.793)
H (2.571, -0.063, -1.478)
H (-1.265, 3.117, -1.099)
H (-2.532, 2.151, -0.255)
H (-1.774, 1.541, -1.744)
H (-2.528, 0.051, 1.746)
H (0.468, -1.045, -1.840)
H (1.205, 0.553, 1.781)

Summary:
energy relative to the best compared isomer or geometry (same formula, charge and spin): 478.1 kJ/mol
orbital gap: 7.809 eV
HOMO energy: -0.5237 Ha
strongest force on any atom: 5.00 eV/Å
DFT total energy: -605.552004 Ha
net charge: +1
SMILES: CO[C@H]1NC(=O)N=[NH+]C(C)(C)N1

=====

Formula: C6H13N6
Source: the OMol25 dataset
Level of theory: ωB97M-V/def2-TZVPD

Cartesian coordinates (Å):
C (-0.773, -1.110, 0.281)
C (2.448, 0.248, 0.166)
C (0.401, 0.369, -1.059)
C (-0.896, 0.271, -0.232)
C (-0.840, 1.304, 0.973)
C (-2.222, 0.478, -0.959)
N (0.154, -1.885, -0.271)
N (3.130, 0.699, 1.129)
N (1.488, 1.049, -0.453)
N (2.283, -1.019, -0.420)
N (-1.581, -1.610, 1.186)
N (1.016, -1.087, -1.047)
H (0.315, 0.767, -2.025)
H (-0.315, 2.236, 0.669)
H (-0.139, 0.896, 1.670)
H (-1.729, 1.560, 1.471)
H (-2.190, 0.830, -1.912)
H (-2.991, 1.133, -0.514)
H (-2.638, -0.458, -1.191)
H (3.728, 0.230, 1.760)
H (1.667, 2.081, -0.356)
H (2.468, -1.899, 0.115)
H (-2.374, -1.076, 1.490)
H (-1.446, -2.549, 1.514)
H (1.035, -1.457, -1.985)

Summary:
energy relative to the best compared isomer or geometry (same formula, charge and spin): 36.6 kJ/mol
orbital gap: 10.342 eV
HOMO energy: -0.4800 Ha
strongest force on any atom: 3.46 eV/Å
DFT total energy: -564.645680 Ha
net charge: +1
SMILES: [H]/N=C1/N[C@H]2[N@H+](N=C(N)C2(C)C)N1

=====

Formula: C6H13NO
Source: the OMol25 dataset
Level of theory: ωB97M-V/def2-TZVPD

Cartesian coordinates (Å):
O (-1.550, 0.983, -2.257)
C (-0.869, 1.653, -1.512)
N (-0.046, 1.165, -0.549)
C (0.199, -0.254, -0.343)
C (1.108, -0.370, 0.876)
C (1.779, -1.739, 0.993)
C (0.455, -0.034, 2.246)
C (-1.150, -1.005, -0.097)
H (-0.915, 2.758, -1.499)
H (0.491, 1.848, -0.076)
H (0.629, -0.703, -1.240)
H (1.917, 0.356, 0.759)
H (2.106, -1.898, 2.022)
H (1.043, -2.506, 0.734)
H (2.681, -1.969, 0.422)
H (-0.096, -0.926, 2.552)
H (-0.291, 0.763, 2.241)
H (1.299, 0.261, 2.862)
H (-1.586, -1.217, -1.056)
H (-0.947, -1.874, 0.522)
H (-1.795, -0.299, 0.427)

Summary:
energy relative to the best compared isomer or geometry (same formula, charge and spin): 57.7 kJ/mol
orbital gap: 10.606 eV
HOMO energy: -0.3583 Ha
strongest force on any atom: 1.57 eV/Å
DFT total energy: -366.411940 Ha
SMILES: CC(C)[C@@H](C)NC=O

=====

Formula: C6H13NO
Source: the OMol25 dataset
Level of theory: ωB97M-V/def2-TZVPD

Cartesian coordinates (Å):
C (-0.012, -1.595, -1.054)
N (-0.463, -0.207, -0.856)
C (-0.101, 0.555, 0.358)
C (0.289, 1.966, -0.061)
C (0.426, 2.901, 1.109)
O (1.160, 3.846, 1.192)
C (0.861, -0.113, 1.349)
C (-1.263, -2.535, -1.096)
H (0.543, -1.744, -1.978)
H (0.579, -1.944, -0.216)
H (-0.176, 0.295, -1.684)
H (-1.046, 0.631, 0.907)
H (1.176, 2.026, -0.694)
H (-0.540, 2.336, -0.672)
H (-0.198, 2.595, 1.979)
H (1.412, 0.636, 1.911)
H (0.306, -0.742, 2.037)
H (1.640, -0.704, 0.869)
H (-2.098, -1.966, -0.712)
H (-0.950, -3.430, -0.572)
H (-1.545, -2.806, -2.115)

Summary:
energy relative to the best compared isomer or geometry (same formula, charge and spin): 183.9 kJ/mol
orbital gap: 9.768 eV
HOMO energy: -0.3233 Ha
strongest force on any atom: 1.82 eV/Å
DFT total energy: -366.363851 Ha
SMILES: CCN[C@@H](C)CC=O

=====

Formula: C6H13NO
Source: the OMol25 dataset
Level of theory: ωB97M-V/def2-TZVPD

Cartesian coordinates (Å):
C (0.798, 0.280, 0.267)
C (1.763, -0.477, 1.171)
C (-2.246, -0.359, 0.313)
N (0.947, 0.047, -1.142)
H (-0.256, -0.060, 0.509)
H (0.356, -0.744, -1.439)
H (1.909, -0.156, -1.387)
H (2.790, -0.165, 0.985)
H (1.539, -0.284, 2.219)
H (-1.902, 0.624, 0.632)
H (-3.257, -0.076, 0.032)
H (-2.228, -1.080, 1.123)
H (1.699, -1.548, 0.984)
C (0.829, 1.795, 0.506)
O (-0.060, 2.467, -0.354)
C (-1.765, -1.281, -0.970)
C (-1.760, -2.223, -1.722)
H (0.059, 2.073, -1.231)
H (0.523, 2.029, 1.527)
H (1.859, 2.158, 0.364)
H (-1.597, -3.021, -2.390)

Summary:
energy relative to the best compared isomer or geometry (same formula, charge and spin): 379.0 kJ/mol
orbital gap: 10.186 eV
HOMO energy: -0.3437 Ha
strongest force on any atom: 3.67 eV/Å
DFT total energy: -366.289540 Ha
SMILES: C[C@H](N)CO.C#CC

=====

Formula: C6H13NO
Source: the OMol25 dataset
Level of theory: ωB97M-V/def2-TZVPD

Cartesian coordinates (Å):
C (1.336, -2.930, 0.956)
C (1.192, -1.493, 0.544)
C (2.045, -0.547, 0.926)
N (2.050, 0.811, 0.571)
H (2.198, -3.070, 1.610)
H (0.438, -3.281, 1.468)
H (1.487, -3.565, 0.081)
H (0.386, -1.259, -0.144)
H (2.865, -0.844, 1.568)
H (2.589, 1.363, 1.221)
H (1.131, 1.216, 0.462)
C (-1.257, 1.022, -1.477)
O (-1.090, 1.715, -2.717)
C (-2.011, 1.910, -0.539)
C (-2.732, 1.460, 0.474)
H (-0.273, 0.766, -1.080)
H (-1.810, 0.091, -1.647)
H (-0.601, 1.140, -3.312)
H (-1.866, 2.971, -0.720)
H (-3.244, 2.132, 1.145)
H (-2.835, 0.392, 0.609)

Summary:
energy relative to the best compared isomer or geometry (same formula, charge and spin): 235.7 kJ/mol
orbital gap: 9.090 eV
HOMO energy: -0.2994 Ha
strongest force on any atom: 0.58 eV/Å
DFT total energy: -366.344147 Ha
SMILES: C/C=C/N.C=CCO

=====

Formula: C6H13NO
Source: the OMol25 dataset
Level of theory: ωB97M-V/def2-TZVPD

Cartesian coordinates (Å):
C (-1.115, 1.677, 0.674)
N (0.087, 0.877, 0.723)
C (0.363, 0.141, -0.438)
C (1.488, 0.268, -1.133)
C (2.541, 1.353, -1.076)
C (-1.106, -1.096, -1.986)
C (-0.633, -0.911, -0.766)
H (-1.258, 2.121, 1.658)
H (-1.947, 1.006, 0.624)
H (-1.132, 2.447, -0.093)
H (0.895, 1.362, 1.082)
H (1.634, -0.393, -1.976)
H (2.061, 2.333, -1.092)
H (3.181, 1.215, -1.947)
H (3.220, 1.282, -0.219)
H (-1.704, -1.971, -2.234)
H (-0.887, -0.483, -2.851)
H (-0.755, -1.632, 0.012)
H (-0.918, -2.228, 3.713)
H (-1.022, -2.950, 2.383)
O (-1.366, -2.186, 2.864)

Summary:
energy relative to the best compared isomer or geometry (same formula, charge and spin): 228.1 kJ/mol
orbital gap: 8.856 eV
HOMO energy: -0.2930 Ha
strongest force on any atom: 1.36 eV/Å
DFT total energy: -366.347007 Ha
SMILES: C=C/C(=C/C)NC.O

=====

Question: Which of these has the lowest energy relative to the best compared isomer or geometry (same formula, charge and spin)?
Answer: C6H13N3S2